(1)
{
  "formula": "C11H13N4",
  "method": "the ωB97M-V functional and the def2-TZVPD basis",
  "orbital_gap_ha": 0.2615,
  "e_homo_ha": -0.448,
  "e_above_lowest_kcal_mol": 0.0,
  "total_charge": 1,
  "smiles": "[H]/N=C1/c2cc[nH]c2[C@]2(CN)[NH+]=CC=C[C@H]12",
  "symbols": ["H", "N", "C", "C", "C", "C", "N", "C", "C", "C", "N", "N", "C", "C", "C", "C", "H", "H", "H", "H", "H", "H", "H", "H", "H", "H", "H", "H"],
  "xyz": [[0.287, 3.173, -1.810], [-0.513, 2.841, -1.165], [-0.435, 1.696, -0.664], [-1.401, 0.984, 0.155], [-2.851, 1.101, 0.489], [-3.126, 0.007, 1.167], [-2.006, -0.839, 1.232], [-0.991, -0.277, 0.559], [0.399, -0.619, 0.168], [0.470, -1.905, -0.738], [-0.090, -1.507, -1.999], [1.198, -0.705, 1.333], [2.228, 0.042, 1.686], [2.772, 0.866, 0.657], [2.099, 1.107, -0.532], [0.747, 0.654, -0.777], [-3.465, 1.938, 0.368], [-4.052, -0.357, 1.551], [-2.085, -1.786, 1.586], [1.400, -2.271, -0.928], [-0.026, -2.737, -0.308], [-0.291, -2.281, -2.619], [-0.953, -0.974, -1.867], [0.778, -1.293, 2.062], [2.714, 0.103, 2.706], [3.756, 1.226, 0.849], [2.719, 1.586, -1.371], [0.716, 0.229, -1.790]],
  "forces_ev_per_angstrom": [[-1.43, -0.98, 1.51], [0.91, 0.97, -1.36], [1.15, -0.64, 0.25], [-2.10, -0.38, -0.06], [3.49, 1.00, -0.65], [0.09, -2.39, 0.73], [-1.11, -0.95, 0.41], [-0.44, 2.34, -0.51], [-0.32, 0.43, -2.81], [-2.05, 1.64, 0.38], [-0.96, 0.03, -0.83], [1.36, -0.37, 3.71], [-0.52, 0.44, -1.15], [-0.73, 0.19, -1.15], [2.78, 0.51, 0.62], [-0.18, -1.11, 0.50], [-0.72, 0.91, -0.40], [-0.35, -0.02, 0.36], [0.18, 0.27, -0.16], [3.20, -0.49, -0.21], [-0.96, -0.73, 0.99], [0.07, -0.05, 0.07], [0.09, -0.42, -0.14], [0.38, 0.22, -0.24], [-1.03, -0.82, -1.17], [0.50, 0.39, -0.17], [-1.26, -0.34, 1.41], [-0.03, 0.35, 0.08]]
}

=====

(2)
{
  "formula": "C11H13N9O6PdS",
  "method": "the ωB97M-V functional and the def2-TZVPD basis",
  "orbital_gap_ha": 0.2310,
  "e_homo_ha": -0.312,
  "e_above_lowest_kcal_mol": 2.9,
  "total_charge": 0,
  "symbols": ["Pd", "N", "N", "C", "N", "N", "N", "O", "O", "H", "H", "H", "H", "H", "N", "C", "C", "C", "C", "C", "C", "S", "O", "O", "O", "H", "H", "H", "H", "H", "H", "N", "C", "O", "C", "C", "N", "C", "N", "H", "H"],
  "xyz": [[0.269, 0.488, -1.024], [-2.446, 0.645, -1.411], [-2.879, -0.284, -0.456], [-2.038, -0.790, 0.466], [-2.521, -1.783, 1.206], [-0.793, -0.288, 0.564], [0.063, -0.787, 1.558], [1.241, -0.644, 1.316], [-0.390, -1.286, 2.562], [-3.151, 1.369, -1.475], [-2.366, 0.159, -2.302], [-3.589, -0.935, -0.783], [-3.479, -2.066, 1.085], [-2.015, -2.069, 2.029], [1.632, 1.561, -2.160], [1.805, 2.059, -0.838], [2.962, 1.826, -0.085], [2.912, 2.061, 1.266], [1.729, 2.506, 1.889], [0.613, 2.784, 1.146], [0.618, 2.559, -0.243], [1.668, 2.691, 3.688], [0.302, 2.300, 3.982], [2.693, 1.771, 4.134], [1.965, 4.097, 3.864], [1.203, 2.189, -2.830], [2.439, 1.094, -2.555], [3.850, 1.429, -0.560], [3.765, 1.860, 1.901], [-0.274, 3.157, 1.641], [-0.191, 2.933, -0.863], [1.010, -2.709, -1.223], [-0.167, -2.346, -1.771], [-0.380, -1.121, -2.097], [-1.182, -3.295, -1.987], [-2.461, -2.801, -2.316], [-3.477, -2.299, -2.541], [-0.962, -4.658, -1.678], [-0.722, -5.744, -1.371], [1.622, -1.990, -0.873], [1.118, -3.640, -0.853]],
  "forces_ev_per_angstrom": [[-0.05, -0.02, 0.03], [0.02, 0.01, 0.01], [-0.05, -0.05, -0.06], [-0.01, -0.02, 0.13], [0.00, 0.04, -0.02], [0.05, -0.08, -0.03], [-0.01, 0.03, 0.01], [-0.02, 0.00, 0.00], [0.02, -0.02, 0.02], [-0.01, 0.00, 0.00], [0.00, 0.01, 0.00], [0.01, 0.03, 0.00], [0.00, 0.01, -0.01], [0.00, -0.01, -0.01], [-0.02, -0.04, 0.02], [0.03, 0.04, -0.08], [-0.01, -0.01, 0.04], [-0.01, -0.01, -0.02], [0.02, -0.01, 0.00], [-0.01, -0.01, 0.01], [-0.02, 0.04, -0.01], [0.02, 0.01, -0.02], [-0.02, -0.01, 0.00], [0.00, 0.00, 0.00], [-0.01, -0.01, 0.01], [-0.02, 0.02, 0.03], [0.00, -0.01, 0.01], [0.00, 0.01, 0.00], [0.00, 0.00, 0.00], [0.00, 0.00, 0.00], [0.01, 0.04, 0.02], [0.01, -0.02, 0.03], [-0.12, 0.02, 0.01], [0.17, -0.01, -0.10], [0.02, 0.01, 0.02], [0.05, 0.04, -0.14], [-0.04, -0.03, 0.08], [-0.08, -0.01, 0.10], [0.05, -0.01, -0.04], [0.01, -0.02, -0.02], [0.01, 0.00, -0.01]]
}

=====

(3)
{
  "formula": "C11H13NO",
  "method": "the ωB97M-V functional and the def2-TZVPD basis",
  "orbital_gap_ha": 0.3311,
  "e_homo_ha": -0.299,
  "e_above_lowest_kcal_mol": 48.9,
  "total_charge": 0,
  "smiles": "Oc1cccc2c1[C@H]1CNC[C@@H]2C1",
  "symbols": ["O", "C", "C", "C", "C", "C", "C", "C", "C", "N", "C", "C", "C", "H", "H", "H", "H", "H", "H", "H", "H", "H", "H", "H", "H", "H"],
  "xyz": [[-2.043, -2.096, -0.191], [-1.658, -0.786, 0.105], [-2.618, 0.305, -0.104], [-2.312, 1.701, -0.165], [-0.857, 1.964, -0.074], [0.048, 0.958, 0.281], [-0.366, -0.367, 0.460], [0.823, -1.224, 0.793], [1.494, -1.498, -0.480], [1.471, -0.300, -1.343], [2.205, 0.779, -0.914], [1.494, 1.172, 0.440], [1.656, -0.032, 1.527], [-2.962, -2.071, -0.461], [-3.704, -0.052, 0.081], [-3.009, 2.495, -0.415], [-0.473, 2.930, -0.198], [0.690, -2.020, 1.563], [2.571, -1.826, -0.314], [1.110, -2.327, -1.055], [1.298, -0.595, -2.274], [3.348, 0.756, -0.705], [2.146, 1.620, -1.613], [1.768, 2.050, 0.895], [2.712, -0.189, 1.733], [1.100, 0.265, 2.477]],
  "forces_ev_per_angstrom": [[1.05, 1.10, 1.08], [-0.47, 2.74, -0.71], [-1.34, -0.48, 1.15], [3.51, -2.55, -0.08], [-2.38, -1.79, 0.39], [-3.10, 1.89, -0.62], [-1.52, -1.67, -0.40], [0.46, 2.17, 3.03], [2.80, -0.65, -1.52], [-0.17, -3.48, -0.22], [1.39, 2.78, 1.65], [0.04, -4.07, 0.66], [-0.53, 0.55, -0.76], [-0.27, 0.07, -0.05], [1.56, 0.80, -0.98], [-0.05, -0.35, 0.35], [0.31, 1.41, -0.26], [-0.11, 0.19, -1.15], [-0.85, 0.42, 0.09], [-0.72, -0.20, -0.07], [0.52, 0.66, -0.82], [-1.35, -0.89, -0.30], [-0.40, -0.08, -0.02], [0.70, 2.31, 0.67], [0.06, -0.52, 0.10], [0.84, -0.37, -1.20]]
}

=====

(4)
{
  "formula": "C11H13NO",
  "method": "the ωB97M-V functional and the def2-TZVPD basis",
  "orbital_gap_ha": [0.2861, 0.2859],
  "e_homo_ha": [-0.270, -0.270],
  "e_above_lowest_kcal_mol": 112.3,
  "total_charge": 0,
  "symbols": ["C", "C", "C", "C", "C", "C", "C", "C", "C", "C", "C", "N", "O", "H", "H", "H", "H", "H", "H", "H", "H", "H", "H", "H", "H", "H"],
  "xyz": [[-2.994, -0.227, 0.362], [-2.344, -1.454, 0.182], [-2.320, 0.945, 0.076], [-1.063, -1.527, -0.270], [-0.903, 0.976, -0.130], [-0.327, -0.302, -0.221], [0.992, 2.178, 0.874], [-0.079, 2.196, -0.251], [1.129, -0.440, -0.479], [1.698, 0.042, -1.795], [1.712, -1.788, 1.374], [1.705, 1.207, 1.033], [1.885, -1.423, -0.012], [-4.063, -0.070, 0.595], [-2.998, -2.421, 0.262], [-2.799, 1.843, 0.103], [-0.498, -2.489, -0.512], [0.855, 3.181, 1.349], [0.397, 2.092, -1.122], [-0.809, 2.984, -0.224], [1.108, 0.732, -2.222], [1.862, -0.744, -2.396], [2.654, 0.380, -1.690], [2.267, -1.021, 2.106], [2.315, -2.833, 1.540], [0.619, -2.017, 1.469]],
  "forces_ev_per_angstrom": [[-0.19, 1.01, -0.51], [-3.00, -2.61, -0.21], [2.74, -1.82, 0.40], [1.68, 0.29, 0.95], [-1.61, -2.19, -0.07], [1.11, -0.96, -1.00], [-2.16, 1.95, -1.23], [-2.67, -1.23, 2.96], [0.71, 2.36, 0.71], [-0.65, -0.49, 3.66], [1.76, -1.85, 1.29], [1.17, -2.06, -0.32], [0.14, -0.22, 0.63], [0.68, -0.81, -0.04], [1.39, 1.86, -0.10], [-1.49, 2.41, 0.15], [-1.09, 1.41, 0.43], [1.14, -0.70, 0.71], [1.94, 0.51, -3.39], [0.28, 1.00, -0.04], [-2.03, 2.30, -1.70], [-0.12, -3.27, -2.37], [2.58, 1.45, 0.78], [-1.93, -1.41, -1.87], [-1.52, 2.50, -0.69], [1.12, 0.57, 0.88]]
}

=====

(5)
{
  "formula": "C11H13NO",
  "method": "the ωB97M-V functional and the def2-TZVPD basis",
  "orbital_gap_ha": 0.3125,
  "e_homo_ha": -0.311,
  "e_above_lowest_kcal_mol": 168.5,
  "total_charge": 0,
  "symbols": ["C", "C", "C", "C", "C", "C", "C", "C", "C", "C", "C", "H", "H", "H", "H", "H", "H", "H", "H", "H", "H", "H", "H", "H", "N", "O"],
  "xyz": [[0.977, -1.222, -1.238], [0.801, 0.279, -1.550], [2.096, 0.769, -0.598], [1.810, -0.198, 0.601], [0.689, -1.189, 0.274], [-0.553, -0.244, 0.244], [-0.502, 0.650, -0.852], [-1.343, 1.715, -0.763], [-2.188, 1.897, 0.323], [-2.335, 1.045, 1.453], [-1.443, -0.037, 1.342], [1.798, -2.716, -2.544], [3.161, -1.999, -0.511], [0.230, -1.705, -1.899], [0.646, 0.421, -2.699], [3.073, 0.773, -1.184], [1.990, 1.883, -0.344], [1.527, 0.399, 1.480], [2.761, -0.887, 0.807], [0.691, -2.090, 0.858], [-1.454, 2.263, -1.593], [-2.898, 2.695, 0.099], [-3.208, 0.967, 2.061], [-1.137, -1.860, 1.880], [2.419, -1.683, -1.635], [-1.521, -0.895, 2.452]],
  "forces_ev_per_angstrom": [[0.26, -0.74, -1.02], [0.49, 0.46, -1.39], [-1.66, 1.79, -1.65], [3.13, -0.53, 1.43], [-1.05, 2.69, -2.29], [-0.44, -0.41, 1.83], [2.01, -2.54, 2.91], [-0.07, -1.33, 1.86], [-1.61, 0.30, 0.02], [1.92, -0.32, -3.74], [-0.43, 0.13, 0.96], [3.20, 2.64, 3.57], [-3.29, 0.22, -4.44], [0.32, -0.36, 0.86], [1.32, 0.25, 1.97], [-1.32, -0.91, 1.00], [-0.18, -1.67, 0.03], [0.57, -0.43, -0.01], [-1.63, 1.86, 0.07], [-0.03, -0.40, 0.11], [-0.38, 2.69, -2.67], [-0.07, -0.03, 0.72], [-0.05, 0.50, 0.68], [-1.76, 3.98, 3.34], [-1.70, -3.18, 0.19], [2.46, -4.67, -4.36]]
}

=====

(6)
{
  "formula": "C11H13NO",
  "method": "the ωB97M-V functional and the def2-TZVPD basis",
  "orbital_gap_ha": 0.3523,
  "e_homo_ha": -0.321,
  "e_above_lowest_kcal_mol": 18.5,
  "total_charge": 0,
  "smiles": "c1ccc(C2=NCCCCO2)cc1",
  "symbols": ["C", "C", "C", "C", "C", "N", "C", "C", "C", "C", "O", "C", "C", "H", "H", "H", "H", "H", "H", "H", "H", "H", "H", "H", "H", "H"],
  "xyz": [[-3.842, 0.010, 0.244], [-3.129, 1.194, 0.084], [-1.772, 1.147, -0.174], [-1.088, -0.077, -0.154], [0.416, -0.107, -0.315], [0.991, -1.278, -0.318], [2.447, -1.268, -0.642], [3.243, -0.746, 0.575], [2.810, 0.670, 0.935], [2.212, 1.535, -0.133], [0.890, 1.128, -0.603], [-1.830, -1.264, 0.081], [-3.208, -1.209, 0.279], [-4.933, 0.075, 0.343], [-3.738, 2.131, 0.040], [-1.180, 2.005, -0.414], [2.781, -2.293, -0.877], [2.629, -0.662, -1.528], [4.316, -0.741, 0.310], [3.000, -1.440, 1.431], [3.633, 1.137, 1.403], [2.028, 0.637, 1.728], [2.899, 1.542, -0.981], [2.032, 2.567, 0.310], [-1.339, -2.201, 0.071], [-3.739, -2.148, 0.533]],
  "forces_ev_per_angstrom": [[-0.96, 0.64, 0.33], [-1.08, 0.46, -0.74], [0.41, -0.65, 0.22], [-0.49, -0.46, 0.46], [-0.87, -2.45, -0.59], [0.50, 2.39, -0.22], [-0.40, -0.36, 0.83], [-0.53, -0.72, -0.60], [-1.91, -0.83, 1.27], [-0.06, 0.88, 0.05], [1.06, -0.26, 0.43], [-0.02, 1.45, -0.22], [0.62, -0.97, 0.27], [0.47, -0.11, 0.12], [0.95, -0.74, 0.08], [-0.04, 0.58, 0.11], [-0.35, 0.36, 0.10], [0.09, 0.14, -0.13], [-0.37, -0.29, 0.35], [0.69, 0.70, -0.80], [0.90, 1.00, 0.36], [0.45, -0.18, -0.25], [-0.27, 0.49, -0.22], [0.42, -1.15, -0.86], [0.56, -0.69, 0.11], [0.23, 0.76, -0.45]]
}

=====

(7)
{
  "formula": "C11H13NO5",
  "method": "the ωB97M-V functional and the def2-TZVPD basis",
  "orbital_gap_ha": 0.3431,
  "e_homo_ha": -0.325,
  "e_above_lowest_kcal_mol": 184.0,
  "total_charge": 0,
  "symbols": ["C", "H", "H", "H", "O", "C", "O", "C", "H", "C", "C", "C", "O", "N", "C", "H", "C", "H", "H", "C", "C", "O", "O", "H", "C", "H", "H", "H", "H", "H"],
  "xyz": [[3.293, 2.410, 0.340], [3.414, 3.439, 0.571], [4.099, 1.903, 0.818], [3.567, 2.294, -0.826], [1.935, 1.778, 0.308], [1.615, 0.594, 0.206], [2.414, -0.192, -0.124], [0.215, 0.313, 0.341], [0.123, 0.263, 1.462], [-0.722, 1.304, -0.037], [-2.195, 0.999, 0.131], [-2.504, -0.427, 0.242], [-3.701, -0.896, 0.296], [-4.326, 0.563, 0.259], [-3.435, 1.363, -0.083], [-3.767, 2.369, 0.003], [-1.369, -1.773, 0.557], [-1.321, -1.902, 1.647], [-1.637, -2.409, -0.068], [-0.088, -1.080, 0.038], [0.984, -2.041, 0.401], [1.240, -1.920, 1.805], [1.516, -2.791, -0.327], [2.168, -3.375, 0.202], [-0.095, -1.003, -1.846], [-0.842, -0.565, -1.993], [-0.200, -2.384, -1.944], [0.874, -0.626, -2.045], [-0.642, 1.568, -0.962], [-0.613, 2.225, 0.629]],
  "forces_ev_per_angstrom": [[0.10, -2.64, -5.38], [-1.48, 0.87, 0.51], [-0.15, -1.14, 0.84], [-0.21, 0.55, 2.56], [1.25, 8.88, 2.83], [0.11, -1.24, -1.47], [3.14, -4.19, -1.09], [-0.84, -2.25, 5.51], [0.29, 0.29, -0.21], [-3.79, 3.68, 4.71], [4.90, -8.63, -0.06], [5.36, -3.44, 1.68], [-0.16, 5.66, 0.12], [-6.11, -3.76, -0.79], [-1.73, 4.14, 1.30], [-0.62, 0.92, -0.63], [0.88, 11.49, 3.84], [-0.20, -0.45, -0.64], [-2.51, -6.42, -4.88], [0.03, -2.68, -5.76], [-2.22, 7.84, 13.67], [-0.91, -1.68, -7.09], [4.98, -7.20, -4.38], [-1.12, 1.15, -0.85], [9.70, -12.38, 7.00], [-11.20, 6.56, -3.06], [0.30, 4.74, -0.61], [0.62, 0.17, -0.70], [1.02, 2.04, -5.83], [0.53, -0.89, -1.13]]
}

=====

(8)
{
  "formula": "C11H13NOS",
  "method": "the ωB97M-V functional and the def2-TZVPD basis",
  "orbital_gap_ha": 0.3294,
  "e_homo_ha": -0.304,
  "e_above_lowest_kcal_mol": 87.8,
  "total_charge": 0,
  "smiles": "S/N=C1/CCCc2ccccc21.C=O",
  "symbols": ["S", "N", "C", "C", "C", "C", "C", "C", "C", "C", "C", "C", "H", "H", "H", "H", "H", "H", "H", "H", "H", "H", "H", "C", "O", "H", "H"],
  "xyz": [[1.822, 1.078, 2.608], [2.066, 0.159, 1.235], [1.448, 0.290, 0.129], [1.893, -0.386, -1.093], [0.820, -0.918, -1.912], [-0.388, -1.252, -0.949], [-0.834, 0.065, -0.592], [-2.154, 0.468, -0.875], [-2.616, 1.718, -0.354], [-1.647, 2.649, 0.124], [-0.343, 2.203, 0.317], [0.076, 0.934, -0.045], [2.937, 0.450, 3.300], [2.392, 0.271, -1.719], [2.644, -1.208, -0.899], [0.999, -1.849, -2.535], [0.286, -0.440, -2.708], [0.068, -1.780, -0.116], [-1.168, -1.887, -1.304], [-2.853, -0.094, -1.445], [-3.647, 2.028, -0.214], [-1.877, 3.738, 0.390], [0.481, 2.781, 0.733], [-0.069, -2.204, 1.983], [0.905, -1.766, 2.488], [-0.104, -3.332, 1.545], [-1.137, -1.718, 1.908]],
  "forces_ev_per_angstrom": [[1.48, -0.93, 1.10], [1.11, 0.47, -1.33], [-1.67, 1.16, 1.76], [2.16, -1.98, 0.09], [-3.86, -4.50, -1.63], [2.12, -0.98, -0.71], [-2.70, 0.81, -0.35], [-0.03, 2.29, 1.89], [1.88, 0.47, -0.01], [-0.39, 0.29, 0.57], [1.20, 0.35, -0.14], [0.44, -0.12, 0.60], [-1.84, 1.04, -0.92], [1.49, 1.83, -0.87], [-0.81, 0.89, 0.26], [0.83, 0.54, 1.21], [0.45, 1.91, -0.33], [-0.07, -0.04, 0.16], [-0.47, -0.36, -0.72], [-0.33, -0.95, -0.04], [-0.08, -0.31, -0.85], [0.00, -1.91, -0.25], [-0.59, 0.65, -0.03], [-2.35, -2.57, -0.74], [0.04, 0.10, 0.38], [0.22, 2.01, 0.66], [1.79, -0.16, 0.25]]
}